# 1
Entry from the Open Molecules 2025 dataset: 2 unconnected molecules or ions with the total composition C6H12N (wB97M-V/def2-TZVPD).

Properties
Energy ... -7894.253 eV
Total charge ... +1
Gap between HOMO and LUMO ... 10.35 eV
Multiplicity ... 1
E_LUMO ... -4.36 eV

Structure (XYZ):
```
19
C6H12N (wB97M-V/def2-TZVPD)
C 3.654 1.522 -0.153
C 2.392 1.335 -0.239
C -0.052 -0.208 0.155
C -1.726 -2.461 0.188
C -1.136 2.023 -0.119
C -0.371 -1.689 0.348
N -0.980 0.626 -0.037
H 4.151 2.490 -0.275
H 0.925 0.219 -0.032
H -2.495 -1.794 0.677
H -1.804 -3.575 0.498
H -2.058 -2.637 -0.816
H -0.182 2.446 -0.612
H -1.745 2.281 -1.045
H -1.299 2.686 0.730
H 0.303 -2.014 -0.482
H 0.084 -2.099 1.233
H -1.927 0.224 -0.182
H 4.265 0.622 0.162
```

Atom charges from the Mulliken analysis, given in e for atoms 1 to 6: C -0.78; C 0.05; C 0.67; C -1.09; C -0.84; C -0.47

---

# 2
Entry from the Open Molecules 2025 dataset: a gas-phase ion, C6H12N (charge +1) (wB97M-V/def2-TZVPD).

Properties
Energy ... -7894.187 eV
Total charge ... +1
Gap between HOMO and LUMO (alpha / beta) ... 6.63 / 9.52 eV
Multiplicity ... 1
E_LUMO (alpha / beta) ... -5.03 / -3.79 eV

Structure (XYZ):
```
19
C6H12N (wB97M-V/def2-TZVPD)
C 0.098 1.587 0.537
C 0.216 2.145 -0.600
C 0.340 0.451 1.451
C 0.182 -1.069 1.087
C 0.124 1.573 -2.078
C 0.743 -1.418 -0.282
N -1.166 -1.756 1.295
H 0.321 3.170 -0.505
H 1.380 0.670 1.749
H -0.354 0.598 2.391
H -0.046 0.548 -2.114
H 0.985 1.913 -2.627
H -0.841 1.866 -2.474
H -0.096 -1.644 -0.868
H 1.357 -2.328 -0.228
H 1.205 -0.587 -0.750
H -1.871 -1.021 1.489
H -1.258 -2.331 2.136
H -1.321 -2.365 0.392
```

Atom charges from the Mulliken analysis, given in e for atoms 1 to 6: C -0.17; C -0.11; C -0.66; C 0.42; C -1.05; C -1.51

---

# 3
Entry from the Open Molecules 2025 dataset: a gas-phase ion, C6H12N (charge +1) (wB97M-V/def2-TZVPD).

Properties
Energy ... -7897.405 eV
Total charge ... +1
SMILES ... C[N+]1=CCC1(C)C
Gap between HOMO and LUMO ... 10.68 eV
Multiplicity ... 1
E_LUMO ... -4.78 eV

Structure (XYZ):
```
19
C6H12N (wB97M-V/def2-TZVPD)
C 1.766 -1.085 -0.064
N 0.934 0.077 -0.081
C 1.064 1.443 0.027
C -0.386 1.661 -0.043
C -0.557 0.103 -0.014
C -1.171 -0.439 -1.350
C -0.993 -0.463 1.306
H 2.448 -1.029 -0.990
H 1.170 -1.966 -0.062
H 2.435 -0.912 0.910
H 1.952 1.886 0.215
H -0.647 2.155 0.857
H -0.521 2.144 -1.080
H -0.831 -1.402 -1.383
H -0.704 0.050 -2.119
H -2.273 -0.292 -1.115
H -1.205 -1.560 1.437
H -2.066 -0.152 1.472
H -0.415 -0.217 2.077
```

Atom charges from the Mulliken analysis, given in e for atoms 1 to 6: C -0.77; N 0.13; C -0.35; C -0.54; C 0.91; C -1.38

---

# 4
Entry from the Open Molecules 2025 dataset: a molecular structure, C6H12N (wB97M-V/def2-TZVPD).

Properties
Energy ... -7893.629 eV
Total charge ... +1
Gap between HOMO and LUMO ... 4.92 eV
Multiplicity ... 1
E_LUMO ... -6.70 eV

Structure (XYZ):
```
19
C6H12N (wB97M-V/def2-TZVPD)
C -4.167 -0.497 0.096
C 0.455 -1.517 -0.471
C 1.024 -0.338 -0.089
C 0.125 0.800 0.332
C 2.980 1.250 0.039
C 2.421 -0.107 -0.083
N -2.895 -0.101 0.190
H -4.693 -0.316 -0.824
H -4.695 -0.921 0.961
H 1.069 -2.382 -0.763
H -0.593 -1.710 -0.432
H -0.926 0.522 0.410
H 0.479 1.188 1.319
H 2.576 1.730 -0.838
H 2.700 1.753 0.960
H 2.996 -0.971 -0.381
H -3.065 -1.325 -0.045
H 4.056 1.316 0.040
H 0.155 1.628 -0.421
```

Atom charges from the Mulliken analysis, given in e for atoms 1 to 6: C -0.36; C -0.68; C 1.17; C -0.84; C -1.11; C 0.01